13
Properties=species:S:1:pos:R:3 method="wB97M-V/def2-TZVPD" charge=0
N -2.417 1.755 -0.367
H -0.190 -0.137 1.218
O 1.332 -0.140 1.255
H 2.139 0.005 -0.604
C 0.006 -0.667 -0.827
C -1.823 0.806 -0.062
H 0.826 1.261 -0.436
C 1.143 0.215 -0.272
H -1.547 -1.177 0.678
C -0.986 -0.333 0.306
H 0.281 -1.726 -0.848
H 1.552 0.587 1.872
H -0.329 -0.435 -1.867

158
Properties=species:S:1:pos:R:3 method="wB97M-V/def2-TZVPD" charge=0
H -2.602 2.871 -3.212
H 2.107 2.014 4.075
H 1.906 -4.687 3.772
H 2.444 7.980 4.815
C 1.179 -2.119 4.147
C 1.318 3.964 3.509
H -0.784 -1.201 4.428
C -0.317 -3.476 2.786
C -5.066 0.147 -2.658
N 7.495 0.795 0.722
H -2.304 3.970 0.110
H 1.361 3.995 2.408
H 0.335 7.165 3.850
H -1.986 6.230 4.014
N -3.646 -5.686 -2.165
H -1.558 4.052 1.732
H 7.220 -0.052 0.260
H -1.290 2.615 0.687
N 0.699 3.613 -0.412
C -1.440 3.693 0.710
H 1.850 -4.628 2.018
H -7.442 3.998 -3.097
H -0.098 -5.207 4.048
H 2.744 3.395 -0.624
C 2.028 -4.018 2.908
O 6.904 2.427 2.180
N -6.022 1.077 -2.034
H -4.542 -1.348 -1.147
H 3.854 -2.415 -0.570
C -1.129 5.658 4.373
N -0.253 -1.215 0.525
C 0.492 -0.144 0.232
C 2.847 6.988 5.021
H -4.389 2.007 0.805
H -2.139 -5.408 -3.607
H -2.161 -0.366 -3.327
H -0.146 2.886 -4.268
C 0.241 -0.920 4.185
H -2.109 -2.122 0.774
H 3.929 7.138 5.110
C -1.980 1.189 -5.425
C 8.938 1.015 0.852
H 2.136 -1.089 -1.751
C 0.166 6.098 3.703
C 3.536 -2.756 -1.570
H -1.355 4.617 4.135
C -2.948 -4.854 -3.131
H 4.655 1.732 0.441
C -3.806 -5.357 -0.870
H -4.060 0.586 -2.563
H -4.642 -7.355 -0.523
H -1.019 2.753 -6.691
H -1.330 3.471 -2.153
H -1.050 5.754 5.456
C -1.923 2.540 -6.116
H -7.019 3.636 -1.428
H 4.443 -3.088 -2.070
H 2.614 -5.891 -0.781
N 1.039 -2.946 2.955
H 0.356 -1.350 -4.692
H -2.030 3.360 -5.404
H 2.583 3.327 5.138
H 2.213 -1.773 4.198
H -5.216 2.853 -2.829
H 5.269 -4.973 -1.936
H 4.831 -6.543 -1.266
H -8.194 2.609 -2.297
C 6.595 1.510 1.428
H 3.343 3.251 3.557
O -0.121 5.640 0.104
H -3.520 1.250 -0.550
H 9.319 0.234 1.513
H 0.916 -2.769 -1.411
H -2.968 1.146 -4.938
C 2.545 6.042 3.857
H 0.195 -1.866 1.160
N 2.637 -3.907 -1.493
C 2.415 3.059 4.094
H -0.625 -4.466 -0.617
C 4.427 -5.636 -1.714
C 3.296 -5.048 -0.872
H 4.915 0.133 0.957
H 2.567 6.545 5.973
H -1.750 -1.784 -0.866
H 3.634 -0.885 -2.640
H 0.605 -0.155 4.871
H 3.867 -3.098 3.743
H -3.659 -4.459 -3.857
H -4.187 2.875 -0.749
H 0.657 -5.579 -0.228
H -4.243 -6.464 0.933
O -3.432 -4.289 -0.408
H -1.002 -2.624 2.737
O 0.110 0.759 -0.511
H -0.451 -3.980 1.825
C -0.698 -1.471 -4.435
H -1.867 1.815 -1.941
C -6.149 2.265 -2.861
H -6.476 1.921 -0.176
H -2.745 2.640 -6.828
H 9.383 0.935 -0.137
C -5.117 -1.257 -2.072
H 0.186 -0.416 3.216
C 3.476 -3.530 2.827
H 2.195 -1.053 1.285
C -4.349 1.905 -0.282
H 1.913 3.826 -2.118
C -1.629 -1.374 0.137
C 1.336 -3.617 -0.872
H -2.480 -4.012 -2.628
H -2.228 -0.481 0.313
C -1.690 2.588 -2.685
H 2.497 6.599 2.914
H -4.661 -1.946 -2.785
C -0.565 2.117 -3.616
C -0.252 4.424 0.125
H 0.281 1.830 -2.987
H -3.960 -6.571 -2.516
H 0.014 6.021 2.613
H 3.405 5.377 3.770
H 0.359 3.487 3.733
H -0.587 -0.184 -2.712
H 2.105 5.057 -0.824
N 1.307 5.282 4.114
H 9.170 1.972 1.302
H -5.641 -6.008 0.035
H -6.414 1.930 -3.863
C 2.881 -1.619 -2.342
H -1.929 0.358 -6.129
C -5.716 1.286 -0.632
H -1.780 -4.887 3.650
H 4.049 -5.874 -2.712
H -5.243 0.094 -3.733
H -0.811 -2.418 -3.900
H 1.104 -2.727 5.063
C 5.133 1.166 1.246
H 0.520 2.619 -0.304
C -0.830 -4.411 3.888
H -1.286 -1.601 -5.345
H 2.602 0.257 0.148
H 4.073 -4.402 2.547
C 1.874 -0.097 0.875
C -4.614 -6.357 -0.089
H 1.844 0.631 1.689
H -6.144 -1.538 -1.841
H 3.587 -2.850 1.979
C 1.941 4.004 -1.042
H 3.623 -4.803 0.152
H 4.618 1.435 2.165
H 2.430 -1.980 -3.266
N -0.900 0.970 -4.468
C -7.274 3.187 -2.389
H -5.802 0.320 -0.133
C -1.117 -0.224 -3.665
C 0.367 -4.798 -0.932
H -0.953 -3.929 4.859
H 0.363 -5.242 -1.927
H 1.449 -3.313 0.179

99
Properties=species:S:1:pos:R:3 method="wB97M-V/def2-TZVPD" charge=0
H -14.027 -17.983 -2.235
H -16.007 -17.260 2.614
C -15.110 -18.102 -2.329
H -15.284 -21.908 6.319
O -19.496 -24.778 1.645
Ca -17.349 -24.260 0.598
H -15.302 -17.750 -3.344
H -12.468 -26.262 -0.742
H -17.400 -20.197 -1.257
H -17.275 -18.684 6.431
H -17.579 -17.784 2.753
H -12.023 -25.141 0.536
C -10.544 -19.418 0.482
C -23.420 -21.348 0.823
H -15.968 -17.575 6.325
H -13.383 -24.345 5.047
H -14.990 -19.956 -1.188
H -19.298 -19.901 2.377
C -17.677 -16.792 5.316
H -14.621 -26.541 0.157
H -15.450 -20.214 -2.832
H -14.717 -22.786 -1.034
C -16.743 -17.476 3.394
O -10.450 -19.448 1.923
H -22.787 -19.389 1.347
O -14.945 -24.475 0.230
H -11.668 -20.119 3.429
H -15.260 -18.786 4.445
H -20.223 -19.310 -1.484
H -21.063 -21.456 -0.404
H -13.475 -20.593 1.634
H -14.468 -20.837 3.883
H -16.199 -19.824 1.327
H -9.767 -20.072 0.077
H -13.645 -22.883 0.342
H -18.725 -17.070 5.119
C -16.818 -17.958 5.757
C -17.034 -19.308 -1.784
C -12.002 -19.807 0.151
H -16.878 -19.527 4.264
C -14.276 -24.070 4.480
H -12.500 -19.070 -0.483
O -17.041 -16.330 4.159
O -17.915 -22.069 2.177
H -17.671 -19.235 -2.673
H -19.585 -20.957 0.234
H -12.112 -20.770 -0.351
C -20.636 -20.648 0.184
H -16.443 -21.980 4.894
C -16.330 -18.602 4.421
O -15.334 -23.675 5.317
O -17.101 -18.110 -1.027
H -11.211 -21.373 2.275
C -12.650 -19.881 1.504
C -11.479 -20.313 2.372
H -10.277 -18.413 0.157
H -16.334 -16.340 -1.755
H -20.062 -18.528 0.010
H -22.897 -20.472 2.730
H -15.463 -17.082 -0.380
C -15.564 -19.506 -1.999
H -13.129 -23.036 2.951
C -12.806 -25.392 -0.177
C -17.103 -21.371 1.521
C -14.076 -22.917 3.477
H -14.578 -24.916 3.847
H -13.880 -25.727 1.579
H -12.254 -23.703 -1.459
H -13.088 -18.974 1.928
Ca -20.266 -22.769 2.170
N -21.126 -20.622 1.577
C -20.857 -19.634 3.878
C -13.138 -24.293 -1.206
O -21.477 -23.968 0.684
C -22.583 -20.415 1.691
H -21.071 -20.659 4.212
H -17.721 -15.958 6.020
H -13.440 -21.572 5.111
C -15.463 -22.239 5.294
H -14.908 -22.864 2.779
C -20.674 -19.281 -0.489
H -13.459 -24.730 -2.151
H -20.060 -19.259 4.519
H -21.664 -18.830 -0.583
C -14.159 -23.488 -0.417
O -19.180 -23.379 -0.091
O -16.431 -21.856 0.592
H -21.753 -19.032 3.985
O -19.853 -25.833 -0.474
P -20.136 -24.516 0.196
C -20.363 -19.694 2.426
H -23.504 -22.368 1.196
H -23.176 -21.370 -0.235
C -14.153 -25.632 0.526
C -15.955 -17.270 -1.335
O -17.051 -20.026 1.754
H -20.589 -18.687 2.049
H -24.450 -20.972 0.836
C -14.291 -21.752 4.452

Here are the calculated energy above the lowest of the compared OMol25 structures with the same formula, charge and spin numbers, same order: 2.680, 0.000, 2.700 (eV).
Here are the calculated E numbers, same order: -286.5332, -2455.8398, -3716.8361 (Eh).